# C39H82AlO7

A structure of composition C39H82AlO7 (ωB97M-V with the def2-TZVPD basis set, the Open Molecules 2025 dataset).

Total energy = -62694.3183 eV
Multiplicity = 1
Strongest force on any atom = 2.84 eV/Å
Net charge = -1
Frontier orbital gap = 6.2 eV

The geometry in XYZ format:
```
129
Properties=species:S:1:pos:R:3:forces:R:3
C 5.5574 -1.3636 2.4379 -0.2 0.1 0.1
C 6.4706 0.0054 2.3702 0.1 0.0 0.1
C 7.3490 0.1680 0.9873 0.9 0.3 0.4
C 7.1673 1.6413 0.2894 0.5 0.1 -0.5
C 5.9788 1.7333 -0.8379 0.2 0.2 0.0
C 4.6006 0.9340 -0.4481 -0.9 0.2 -0.6
C 3.6117 1.7438 0.5962 -0.9 0.1 -0.2
C 2.8007 3.0083 -0.1303 0.0 0.1 -0.1
C 2.1595 4.0451 0.9780 -0.6 -0.6 0.4
C 0.4956 4.0674 0.9674 0.1 0.8 1.0
C -0.1363 2.9575 2.0400 0.3 1.2 -0.3
C -1.7248 2.6390 1.7917 -0.1 -0.4 0.3
C -2.0440 1.0197 1.5224 -1.0 0.9 0.3
C -1.4190 0.0725 2.7039 -0.7 -0.4 0.6
C -0.5298 -1.2015 2.1851 1.1 0.1 1.2
C 0.4615 -0.8948 0.9167 -0.5 -1.6 -0.3
C -0.2252 -1.6778 -0.3923 0.0 1.0 -0.1
C -0.1021 -0.8346 -1.7925 0.3 -0.8 0.3
Al -1.3151 -1.8481 -3.1635 0.7 0.4 0.7
H 6.1288 -2.2956 1.9778 -1.0 2.0 1.1
H 4.5592 -1.2656 1.8100 2.0 -0.1 1.4
H 5.2899 -1.5858 3.5798 0.5 0.4 -2.6
H 5.8402 1.0035 2.4972 1.0 -2.3 -0.2
H 7.1975 -0.0233 3.3073 -1.3 0.1 -2.0
H 8.4938 0.0877 1.3063 -2.4 0.1 -0.8
H 7.1688 -0.7002 0.2020 0.1 1.8 1.7
H 8.1894 1.8901 -0.2677 -2.1 -0.4 1.2
H 7.0262 2.4958 1.1008 0.2 -1.9 -1.5
H 5.7711 2.8940 -1.0166 0.2 -2.5 0.4
H 6.3939 1.3218 -1.8701 -0.9 0.7 2.2
H 3.9762 0.8283 -1.4591 1.3 0.1 2.2
H 4.7899 -0.1799 -0.0701 -0.2 2.6 -0.8
H 2.7567 1.0176 0.9983 2.0 1.4 -0.9
H 4.1602 2.1514 1.5464 -0.8 -0.7 -1.9
H 1.9028 2.5922 -0.7843 2.0 0.7 1.3
H 3.5114 3.5980 -0.8742 -1.4 -1.3 1.6
H 2.5596 5.1486 0.8814 -0.7 -2.3 0.0
H 2.4607 3.6396 2.0477 -0.5 1.0 -2.0
H 0.1999 5.1424 1.3915 0.4 -2.2 -1.1
H 0.0395 3.9688 -0.1078 1.0 0.0 2.0
H 0.5594 2.0146 1.9788 -1.6 1.7 0.4
H -0.0589 3.4954 3.1032 0.2 -1.5 -2.2
H -2.1350 3.3128 0.9118 0.8 -1.5 1.7
H -2.3288 2.9500 2.7716 1.3 -0.7 -2.1
H -3.2335 0.9430 1.5880 2.5 0.1 -0.2
H -1.7663 0.7086 0.4293 -0.2 0.5 2.2
H -2.3513 -0.3903 3.2884 2.0 1.0 -1.1
H -0.8410 0.7092 3.5321 -1.2 -1.4 -2.2
H 0.1772 -1.5220 3.0916 -1.6 0.7 -1.7
H -1.2131 -2.1485 1.9767 1.4 2.1 0.2
H 1.5071 -1.4410 1.0918 -2.1 1.4 -0.2
H 0.6552 0.2475 0.7041 -0.6 -2.3 0.4
H -1.3789 -1.9049 -0.1858 2.5 0.6 -0.3
H 0.2908 -2.7359 -0.4568 -1.0 2.1 -0.1
H 0.9986 -0.8911 -2.2068 -1.9 0.5 1.0
H -0.5119 0.2609 -1.7541 1.0 -1.8 0.4
H -2.2981 -0.8301 -3.8785 -0.3 0.4 -0.3
H -2.1584 -2.9436 -2.3698 -0.3 -0.3 0.3
H -0.3393 -2.5996 -4.1572 0.3 -0.3 -0.5
C 0.5324 1.4735 7.7340 0.4 -0.1 -0.4
C -0.6920 1.5307 6.8603 -0.1 0.0 -1.6
O -0.6087 1.4340 5.6369 0.0 0.2 1.7
C -2.0224 1.7111 7.5411 0.0 -0.1 -0.5
H 1.4201 1.3407 7.1064 -0.2 0.0 0.1
H 0.6349 2.4078 8.2917 -0.1 -0.2 0.2
H 0.4595 0.6263 8.4206 0.0 0.2 0.1
H -2.0338 2.6560 8.0902 0.0 -0.2 0.2
H -2.2091 0.8745 8.2192 0.0 0.3 0.1
H -2.8160 1.7346 6.7866 0.2 0.0 0.2
C -6.3179 0.6400 10.3989 0.3 0.3 0.3
C -5.5832 0.5579 9.0877 1.4 0.6 -0.3
O -4.4768 1.0751 8.9421 -1.6 -0.7 0.3
C -6.2545 -0.1814 7.9613 0.4 0.1 -0.3
H -5.7138 1.2024 11.1188 -0.1 -0.1 -0.2
H -7.2695 1.1592 10.2597 -0.1 -0.2 0.0
H -6.4868 -0.3650 10.7937 -0.2 0.1 -0.1
H -7.2033 0.3012 7.7134 0.0 -0.2 0.1
H -6.4205 -1.2231 8.2475 -0.2 0.1 0.0
H -5.6087 -0.1596 7.0770 -0.1 0.0 0.2
C -2.7186 0.7975 -8.8517 -0.4 0.2 -0.3
C -3.2585 -0.2880 -7.9596 -0.9 -0.6 0.7
O -4.4427 -0.6179 -8.0001 1.0 0.5 0.0
C -2.2935 -0.9543 -7.0156 -0.5 -0.1 -0.2
H -3.5274 1.1875 -9.4788 0.1 -0.1 0.1
H -2.3219 1.6148 -8.2442 0.2 -0.1 -0.1
H -1.9380 0.3915 -9.5001 0.1 0.1 0.1
H -1.8779 -0.2151 -6.3262 0.1 -0.1 -0.1
H -1.4941 -1.4383 -7.5822 0.0 0.2 0.1
H -2.8226 -1.7171 -6.4344 0.2 0.2 -0.1
C 7.7138 2.1523 6.3172 -0.3 0.3 0.2
C 7.8457 1.1047 7.3899 -0.8 0.2 1.5
O 7.2733 1.2232 8.4721 0.8 -0.2 -1.4
C 8.7052 -0.0937 7.0876 -0.1 -0.2 0.4
H 7.0643 2.9583 6.6750 0.1 -0.2 -0.1
H 8.6959 2.5718 6.0847 -0.1 -0.1 -0.2
H 7.2658 1.7133 5.4221 0.2 0.0 -0.1
H 9.7315 0.2257 6.8894 -0.1 -0.1 -0.2
H 8.3013 -0.6328 6.2269 0.2 0.1 -0.1
H 8.7080 -0.7657 7.9523 0.0 0.2 -0.2
C 1.2501 -4.9673 -6.6612 0.0 0.4 0.4
C 0.3240 -4.3030 -7.6444 -0.9 1.6 0.6
O -0.2923 -3.2800 -7.3504 1.0 -1.6 -0.7
C 0.1809 -4.9388 -9.0014 -0.4 0.3 -0.3
H 1.2538 -4.3988 -5.7251 -0.1 -0.1 -0.2
H 0.9040 -5.9827 -6.4523 0.2 0.0 -0.1
H 2.2665 -4.9866 -7.0627 -0.1 -0.2 0.0
H -0.2129 -5.9530 -8.8969 0.2 0.0 -0.1
H 1.1496 -4.9568 -9.5072 0.0 -0.2 0.0
H -0.5190 -4.3515 -9.6053 0.1 -0.1 0.1
C -4.6539 -1.9404 -10.7051 0.6 0.3 0.0
C -3.9192 -2.0226 -12.0162 1.3 0.7 0.1
O -2.8128 -1.5053 -12.1618 -1.3 -0.6 0.1
C -4.5905 -2.7619 -13.1427 0.4 0.0 -0.4
H -4.0498 -1.3780 -9.9852 -0.4 -0.3 -0.4
H -5.6055 -1.4212 -10.8442 0.0 -0.2 0.1
H -4.8228 -2.9455 -10.3102 -0.2 0.1 0.0
H -5.5393 -2.2793 -13.3905 -0.1 -0.2 0.1
H -4.7565 -3.8035 -12.8564 -0.2 0.1 0.0
H -3.9447 -2.7400 -14.0269 -0.1 0.0 0.2
C -7.2862 0.8789 -0.2087 -0.3 0.3 0.3
C -7.1543 -0.1687 0.8640 -0.6 0.0 1.3
O -7.7267 -0.0502 1.9462 0.6 -0.1 -1.2
C -6.2948 -1.3670 0.5617 -0.1 -0.2 0.4
H -7.9357 1.6849 0.1491 0.1 -0.2 0.0
H -6.3041 1.2984 -0.4412 -0.1 -0.2 -0.2
H -7.7342 0.4399 -1.1037 0.3 0.0 -0.1
H -5.2685 -1.0477 0.3635 -0.1 -0.1 -0.2
H -6.6987 -1.9061 -0.2990 0.2 0.1 -0.1
H -6.2920 -2.0391 1.4265 0.0 0.2 -0.2
```
Positions in Å, forces in eV/Å.

Löwdin atomic charge list, values in e, 99 entries: atom 1 (C): -0.1463, atom 2 (C): -0.2606, atom 3 (C): -0.2309, atom 4 (C): -0.2362, atom 5 (C): -0.2186, atom 6 (C): -0.2021, atom 7 (C): -0.2032, atom 8 (C): -0.2017, atom 9 (C): -0.2190, atom 10 (C): -0.2213, atom 11 (C): -0.2120, atom 12 (C): -0.2057, atom 13 (C): -0.1947, atom 14 (C): -0.2147, atom 15 (C): -0.2299, atom 16 (C): -0.2224, atom 17 (C): -0.3294, atom 18 (C): -0.3843, atom 19 (Al): 0.1564, atom 20 (H): 0.0820, atom 21 (H): 0.0633, atom 22 (H): 0.0808, atom 23 (H): 0.0932, atom 24 (H): 0.0887, atom 25 (H): 0.1044, atom 26 (H): 0.1181, atom 27 (H): 0.1056, atom 28 (H): 0.1119, atom 29 (H): 0.1086, atom 30 (H): 0.1126, atom 31 (H): 0.1235, atom 32 (H): 0.0957, atom 33 (H): 0.0976, atom 34 (H): 0.0909, atom 35 (H): 0.1159, atom 36 (H): 0.1009, atom 37 (H): 0.1010, atom 38 (H): 0.1023, atom 39 (H): 0.1047, atom 40 (H): 0.1062, atom 41 (H): 0.0945, atom 42 (H): 0.1168, atom 43 (H): 0.1045, atom 44 (H): 0.1096, atom 45 (H): 0.0985, atom 46 (H): 0.1021, atom 47 (H): 0.1081, atom 48 (H): 0.0856, atom 49 (H): 0.1007, atom 50 (H): 0.1075, atom 51 (H): 0.0983, atom 52 (H): 0.0772, atom 53 (H): 0.0717, atom 54 (H): 0.1041, atom 55 (H): 0.0348, atom 56 (H): 0.0280, atom 57 (H): -0.1529, atom 58 (H): -0.1501, atom 59 (H): -0.1559, atom 60 (C): -0.0286, atom 61 (C): -0.4770, atom 62 (O): 0.0382, atom 63 (C): -0.0410, atom 64 (H): 0.0833, atom 65 (H): 0.0827, atom 66 (H): 0.0836, atom 67 (H): 0.0889, atom 68 (H): 0.0722, atom 69 (H): 0.0844, atom 70 (C): -0.0289, atom 71 (C): -0.4767, atom 72 (O): 0.0408, atom 73 (C): -0.0192, atom 74 (H): 0.0830, atom 75 (H): 0.0851, atom 76 (H): 0.0847, atom 77 (H): 0.0883, atom 78 (H): 0.0866, atom 79 (H): 0.0886, atom 80 (C): -0.0320, atom 81 (C): -0.4957, atom 82 (O): 0.0129, atom 83 (C): -0.0409, atom 84 (H): 0.0801, atom 85 (H): 0.0840, atom 86 (H): 0.0851, atom 87 (H): 0.0702, atom 88 (H): 0.0606, atom 89 (H): 0.0799, atom 90 (C): -0.0242, atom 91 (C): -0.4929, atom 92 (O): 0.0467, atom 93 (C): -0.0286, atom 94 (H): 0.0857, atom 95 (H): 0.0857, atom 96 (H): 0.0739, atom 97 (H): 0.0843, atom 98 (H): 0.0810, atom 99 (H): 0.0835